[1]
DFT (the ωB97M-V functional and the def2-TZVPD basis) results for a structure of composition HNO4P.

Values from the calculation:
E_HOMO ... -4.197 eV
Net charge ... -1
Frontier orbital gap ... 8.52 eV

Atoms and positions in Å:
N  -1.2623  -0.6235  -0.1489
O  2.2355  -0.3558  -0.0789
O  -0.1877  -0.3699  -1.0748
H  -1.7116  0.2998  -0.0391
O  -0.6491  -0.8974  1.0647
P  0.9174  0.2700  -0.0235
O  0.6577  1.6768  0.3005

=====

[2]
DFT (the ωB97M-V functional and the def2-TZVPD basis) results for the ion C6H14N4O with charge +2.

Values from the calculation:
E_HOMO (spin up / spin down) ... -16.391 / -16.389 eV
Net charge ... +2
Frontier orbital gap (spin up / spin down) ... 6.02 / 6.02 eV

Atoms and positions in Å:
H  -1.4645  2.1675  1.1556
H  -0.0679  2.8577  -0.4659
N  -0.1421  2.1475  -1.3169
H  2.6114  -1.9580  1.1817
H  -1.8310  -0.0095  1.8107
C  -0.3435  0.8866  -1.0575
N  -0.3672  -2.1546  -2.8421
H  0.3938  2.3178  0.9842
C  -0.3485  -1.3425  -1.8738
H  -0.3740  0.4123  -2.9227
H  2.2026  -1.8283  3.0652
C  -0.4167  0.4420  0.4872
N  -0.4450  0.0067  -2.0200
H  -0.2703  1.5044  2.4387
C  2.2981  -1.2467  2.0573
H  0.1100  2.5304  -2.1350
O  0.9999  -0.8615  1.7209
C  -1.6277  -0.4104  0.8582
C  -0.4250  1.7287  1.4384
H  -0.4490  -3.1334  -2.5502
H  -1.4912  -1.4140  0.9138
H  -2.4182  -0.2378  0.1147
H  -0.0288  -2.0009  -3.8039
N  0.8464  -0.0274  0.7359
H  3.0487  -0.3766  2.0258

=====

[3]
DFT (the ωB97M-V functional and the def2-TZVPD basis) results for an isolated molecule of C4H7NOS.

Values from the calculation:
SMILES string ... CS[C@@H]1CC=NO1
E_HOMO ... -8.966 eV
Frontier orbital gap ... 9.69 eV

Atoms and positions in Å:
O  -0.6269  0.0054  -1.4761
H  -0.4749  -0.9719  1.4575
C  -0.9373  0.5905  -0.1114
H  -0.7227  -3.0314  -0.0560
N  -0.4832  -1.3667  -1.4293
H  -1.8613  1.2690  -0.0012
C  1.9973  1.3111  -0.0242
C  -0.8468  -1.8765  -0.2834
H  -2.2196  -0.6912  1.0560
H  2.3032  1.1219  -1.0848
H  2.1232  0.1919  0.4881
C  -1.1199  -0.7829  0.6230
H  2.5741  2.3191  0.5085
S  0.2948  1.9116  0.3332

=====

[4]
DFT (the ωB97M-V functional and the def2-TZVPD basis) results for an isolated molecule of C20H22BrF3N2O5S.

Values from the calculation:
SMILES string ... COc1cc(Br)c(S(=O)(=O)Nc2ccc(C(F)(F)F)c(O[C@@H]3CCN(C)C3)c2)cc1OC
E_HOMO ... -8.690 eV
Frontier orbital gap ... 9.15 eV

Atoms and positions in Å:
O  -3.5955  3.6736  -0.5352
H  0.9353  0.9984  2.4820
H  -0.1299  -0.6704  -0.2380
C  -3.2179  -3.1507  2.3088
H  -4.2635  -2.8776  2.4767
O  -2.3226  2.3264  -2.1699
C  -3.4030  -0.7949  0.7660
Br  -4.6882  0.5891  -1.3508
N  -1.1408  3.6629  -0.3798
C  1.9794  -4.1596  -2.1645
O  -0.6955  -0.1476  3.0753
H  2.8551  -4.0400  -1.5072
N  1.1367  -2.9892  -2.1871
H  -1.3248  4.5350  0.0875
H  1.3571  -2.5776  -0.1108
C  0.5830  -2.6286  -0.8959
O  2.0122  0.1699  -1.3708
H  0.5920  0.0201  -2.8586
H  1.3936  -5.0092  -1.8172
H  -3.0991  -3.5401  1.2936
F  4.8709  2.1087  0.7410
H  -4.1239  -1.5604  0.5332
H  2.3264  -4.3646  -3.1759
H  -0.3668  1.4736  -1.5258
C  0.4155  1.9445  -0.9590
C  -1.5633  0.0915  2.0697
C  2.4071  3.2650  0.4512
C  2.6693  2.0308  -0.1226
C  4.0055  1.3701  0.0259
C  0.1456  3.1635  -0.3422
C  1.8118  -1.7983  -2.6803
C  1.0534  -0.6017  -2.0848
F  3.9214  0.1864  0.6672
H  3.1895  3.7742  0.9919
H  2.8560  -1.7380  -2.3353
C  0.3015  0.8094  3.3547
C  -3.4092  0.3763  0.0131
F  4.6107  1.1182  -1.1449
H  -2.9239  -3.9140  3.0267
H  0.9034  0.3744  4.1501
S  -2.5087  2.8004  -0.8363
C  -2.4757  -0.9608  1.7811
C  1.1533  3.8331  0.3539
C  1.6692  1.3579  -0.8499
H  1.8018  -1.7966  -3.7715
H  -0.9459  -1.3177  -1.6765
C  0.0073  -1.2412  -1.1548
O  -2.3548  -2.0599  2.5466
C  -1.6079  1.2538  1.3187
C  -2.5106  1.3855  0.2707
H  -0.1317  1.7520  3.7028
H  0.9489  4.7853  0.8170
H  -0.9356  2.0643  1.5373
H  -0.1741  -3.3554  -0.5972

=====

[5]
DFT (the ωB97M-V functional and the def2-TZVPD basis) results for a cluster of 2 separate species, C5H11O3 in total.

Values from the calculation:
E_HOMO ... -2.395 eV
Net charge ... -1
Frontier orbital gap ... 5.59 eV

Atoms and positions in Å:
C  -0.7360  0.9607  -0.0795
H  -1.6086  1.4947  0.3386
C  -1.1055  -0.5354  -0.2269
H  -1.9838  -0.7192  -0.8357
O  -0.7493  -0.1509  2.9560
H  -0.0196  -0.7488  3.2029
H  -1.6513  1.7435  -1.9021
H  0.5651  -0.6656  -1.6213
H  1.1787  -0.9999  1.3152
C  0.1638  -1.2376  -0.7642
H  -1.2644  -0.9209  0.7908
C  -0.5903  1.6933  -1.5259
O  2.1536  -2.1663  0.1309
C  1.1373  -1.5301  0.3513
H  -0.3097  0.6760  2.7272
H  -0.1547  0.9161  -2.2026
O  0.0742  2.8336  -1.5363
H  -0.0919  -2.2175  -1.2121
H  0.1206  1.1435  0.5638

=====

[6]
DFT (the ωB97M-V functional and the def2-TZVPD basis) results for a structure of composition C34H62BrFGeN5RhSSi4.

Values from the calculation:
2S+1 ... 2
E_HOMO (spin up / spin down) ... -10.154 / -10.248 eV
Net charge ... +1
Frontier orbital gap (spin up / spin down) ... 4.93 / 5.03 eV

Atoms and positions in Å:
C  0.6193  -2.4729  4.0471
H  2.2664  5.0952  1.4492
C  -1.9535  2.0312  -0.7666
H  -0.5963  -2.7207  -1.4179
H  -3.2255  -3.1074  -2.0054
H  1.6286  -1.2851  -5.7267
H  2.2387  0.9632  4.5008
H  1.4769  -4.1691  -4.5150
H  -1.2786  5.3000  -0.2258
C  1.3472  -4.2353  -1.6122
C  -0.6946  -2.9320  4.1341
H  3.6556  3.5268  2.1129
C  -2.4665  -0.8086  -3.9420
H  -3.3597  -4.9251  1.6786
C  -3.0947  2.8160  -0.8840
H  0.7700  4.1670  4.6711
H  -2.9303  -0.0020  1.7473
H  -0.5220  5.4133  1.3593
N  -1.0612  -0.7938  -1.9987
C  0.8269  -1.2604  -4.9831
C  4.5198  -0.1214  0.7129
C  1.0536  -1.9478  -2.5541
H  0.8766  2.7144  -2.3468
C  1.0183  -1.8018  2.9100
H  -3.1650  3.6023  -1.6255
H  1.0805  -3.7630  -0.6669
H  2.8885  -1.9136  1.9420
Si  0.7494  3.8576  -0.1047
N  1.6701  -3.2283  -2.6101
H  4.8417  2.6603  -1.0106
H  3.7768  1.4632  -1.7490
F  -5.2423  3.3506  -0.1016
H  1.4728  4.3687  -2.4421
H  0.6116  4.6481  2.9833
H  2.0025  5.9552  -0.0652
H  5.1858  2.6512  2.0594
C  2.1887  0.0925  -3.4853
C  4.0994  2.5320  2.1275
N  0.1648  -1.6040  1.8865
C  -4.1485  2.5770  -0.0264
H  -4.9442  1.4062  1.5730
H  -4.4369  -1.9823  2.5543
H  0.5314  -4.9010  -1.9283
H  -1.0242  -3.8478  -3.5737
H  -0.2595  4.0647  -2.3827
C  -1.5497  -2.7623  3.0759
Rh  -0.3222  -0.3330  0.0387
C  -2.9523  0.7889  1.0133
Br  -2.9495  -3.0195  -5.6645
C  -1.8921  -0.2019  -2.8089
Si  3.5212  1.4674  0.7007
C  -0.7925  4.7179  0.5624
H  -2.1779  0.8089  -2.5606
H  -1.8593  -4.7808  0.7654
H  -1.9980  2.7658  2.8681
Ge  0.9007  1.5834  0.9508
C  -4.7046  -2.1599  1.5099
H  -3.3708  -5.1741  -0.0650
H  3.8764  2.0732  3.0936
H  -1.8456  1.1326  3.5149
H  0.7214  0.0599  4.5890
C  -1.2480  -2.7991  -3.4240
C  3.8322  2.2365  -0.9833
C  -2.1346  -2.1400  -4.2124
C  -1.8637  1.0116  0.1714
H  -5.1246  -1.2321  1.1140
Si  0.3916  2.1717  3.3090
C  -2.9322  -4.5750  0.7367
H  4.0111  -0.9299  0.1943
H  3.1582  4.6276  0.0029
H  5.4562  0.0758  0.1814
H  -1.6898  2.5245  4.5916
H  2.7646  -2.9539  -4.3686
H  -5.4987  -2.9117  1.4967
H  -1.1222  2.2215  -1.4356
H  -1.5276  4.0204  0.9605
C  1.1559  1.0578  4.6060
H  2.4395  -0.2910  2.4437
H  2.9452  -4.5300  -3.5951
C  -3.8313  -2.5254  -1.3110
H  2.1287  3.9548  3.5693
H  0.2706  -2.1851  -5.0773
H  1.6270  0.9012  -3.0074
H  -3.1926  -0.2799  -4.5406
S  1.5881  -1.1849  -0.9586
H  -1.0382  -3.4273  5.0336
C  1.0419  3.8982  3.6461
C  -1.4583  2.1509  3.5900
C  -0.5748  -2.1020  -2.3192
H  3.1301  3.0197  -1.2529
C  2.4195  -1.3369  2.7396
N  -1.7568  -1.9176  0.7787
H  0.1631  -0.4260  -5.2301
C  0.7063  3.7324  -1.9934
H  -2.5717  -3.1086  3.1181
H  3.0781  -0.1086  -2.8919
C  -1.0783  -2.1110  1.9154
H  1.3242  -2.6297  4.8510
C  2.2346  -3.7430  -3.8433
H  2.2276  -4.8530  -1.4354
H  4.7725  -0.4552  1.7185
H  2.5110  0.4254  -4.4713
C  -4.0965  1.5720  0.9197
H  -4.8595  -2.8863  -1.3966
N  1.4050  -1.1186  -3.6565
H  0.9560  1.4924  5.5901
H  2.9923  -1.4737  3.6549
Si  -3.2726  -2.7454  0.4471
H  -3.8133  -1.4809  -1.6265
C  2.1911  4.9680  0.3684

=====

[7]
DFT (the ωB97M-V functional and the def2-TZVPD basis) results for a structure of composition C27H26FeI3N3O2Si.

Values from the calculation:
E_HOMO (spin up / spin down) ... -6.974 / -6.976 eV
Frontier orbital gap (spin up / spin down) ... 5.97 / 5.97 eV

Atoms and positions in Å:
H  -1.0759  -4.2142  2.0224
C  -2.4249  4.8401  -0.7691
C  0.8228  -2.5862  -4.1320
C  -0.3584  -0.8316  3.2641
C  -0.5822  -2.8687  -2.1742
H  0.6778  4.3910  -2.2671
C  0.9548  -4.6067  2.5746
H  0.7663  -1.2298  -2.4728
H  2.2871  1.8723  3.5420
C  -0.1862  -0.2211  4.4939
H  -0.5031  5.0558  1.6838
H  0.9414  1.2720  5.5536
H  2.6120  1.6802  1.1570
H  -0.8928  3.6588  -2.6923
C  -0.5592  3.7837  0.1435
H  0.6790  1.7950  -1.7947
C  1.5223  1.1075  3.4902
I  -0.8089  6.1721  -3.5708
H  0.6795  -5.2023  3.4377
H  -0.3714  3.3496  2.0212
C  0.2856  -3.2555  0.6649
C  -0.5792  2.3148  -0.0811
C  2.0916  0.7214  1.0583
H  -0.7893  -0.5180  5.3400
C  -2.8613  2.4450  -1.2946
C  -0.4016  4.5241  -2.2566
H  -1.0951  -5.3551  -4.4408
Fe  -0.6758  -0.2872  0.4269
O  -1.5738  0.5044  -1.1462
H  1.8936  0.2332  -0.9015
C  2.6320  -3.6606  1.1494
C  -1.7087  1.7679  -0.9762
C  0.7768  0.7683  4.6101
C  -0.6744  -4.4561  -4.0065
C  0.3009  -3.7444  -4.6900
C  2.2926  -4.4208  2.2629
Si  -1.0539  -2.3878  -0.4017
C  -0.9211  4.8155  -0.8470
H  -2.3478  -3.0736  -0.1058
H  -1.8650  -4.5889  -2.2327
H  1.5776  -2.0220  -4.6674
H  3.0661  -4.8732  2.8711
H  3.6760  -3.5232  0.8889
N  1.3154  0.6529  -0.1884
N  0.3575  -0.5081  2.1858
C  1.6418  -3.0833  0.3709
C  1.2773  0.4542  2.2961
C  -0.0324  -4.0373  1.7775
C  0.3758  -2.1527  -2.8919
H  0.6497  -4.0883  -5.6559
N  -0.2446  4.1294  1.3663
C  -1.1084  -4.0207  -2.7623
O  -0.7480  1.6495  1.1028
H  2.8438  -0.0700  1.0128
H  1.9220  -2.4937  -0.4979
I  -3.2830  6.6294  -0.0382
C  0.8146  1.9198  -0.7210
H  -1.0805  -1.6264  3.1229
H  1.5338  2.7306  -0.5425
I  -4.3967  1.2266  -2.1046
H  -4.3045  3.9737  -1.0218
C  -3.2367  3.7936  -1.0311
H  -0.5225  5.7751  -0.5149